Record 1
ORCA calculation (ωB97M-V/def2-TZVPD) on 2 unconnected molecules or ions with the total composition C3H8O2P.

Computed properties:
M, g/mol: 107.1
Total charge: -1
Gap between HOMO and LUMO, eV: 6.9
Energy relative to the best compared isomer or geometry (same formula, charge and spin), eV: 2.5460

Geometry as XYZ:
```
14
Properties=species:S:1:pos:R:3:lowdin_charge:R:1
O 0.92 -0.48 0.77 -0.686
H 2.29 2.52 1.85 0.073
P 0.91 -1.51 -0.34 0.554
H -0.04 -3.11 -2.40 0.021
C -0.68 -1.77 -0.88 -0.551
H -1.52 -1.25 -0.43 0.012
C 1.29 2.90 2.05 -0.213
H 1.36 3.75 2.74 0.064
H -1.48 -2.17 -2.85 0.039
H 0.50 1.14 2.10 0.034
O 0.46 1.95 2.65 -0.150
H -1.63 -3.52 -1.73 0.038
C -0.98 -2.69 -2.02 -0.307
H 0.86 3.26 1.10 0.071
```

***

Record 2
ORCA calculation (ωB97M-V/def2-TZVPD) on 2 unconnected molecules or ions with the total composition C3H8O2S.

Computed properties:
M, g/mol: 108.2
Total charge: -1
Multiplicity: 2
Gap between HOMO and LUMO (spin up / spin down), eV: 4.6 / 1.4
Energy relative to the best compared isomer or geometry (same formula, charge and spin), eV: 1.8319

Geometry as XYZ:
```
14
Properties=species:S:1:pos:R:3:mulliken_spin:R:1
C -0.03 -0.14 -0.19 0.000
H -0.82 -0.27 0.55 0.000
H 1.27 -3.29 -0.67 0.000
H 0.04 1.81 0.19 0.000
H 1.54 -1.45 0.36 0.000
H -2.57 6.59 2.13 -0.022
S -0.67 -3.39 0.43 0.000
O 0.62 1.05 0.29 0.000
C 0.89 -1.25 -0.48 0.000
H -0.67 0.07 -1.08 0.000
H 1.62 -0.99 -1.28 0.000
O -1.67 6.71 2.48 1.022
C 0.39 -2.67 -0.85 0.000
H 0.05 -2.77 -1.88 0.000
```

***

Record 3
ORCA calculation (ωB97M-V/def2-TZVPD) on 2 unconnected molecules or ions with the total composition C3H8O2S.

Computed properties:
M, g/mol: 108.2
Total charge: -2
Gap between HOMO and LUMO, eV: 5.6
Energy relative to the best compared isomer or geometry (same formula, charge and spin), eV: 0.4154

Geometry as XYZ:
```
14
Properties=species:S:1:pos:R:3:lowdin_charge:R:1
H -0.93 0.94 0.45 0.081
H -0.34 -0.61 1.25 0.084
H 4.46 1.98 0.17 -0.051
H 1.57 -0.74 0.13 0.087
H -1.17 -0.19 -1.63 0.025
C -1.18 -0.83 -0.74 -0.811
O 1.57 1.38 0.39 -0.291
H 1.08 0.19 -1.24 0.081
S -2.92 -1.40 -0.37 -0.114
C -0.46 -0.03 0.32 -0.319
H -0.57 -1.72 -0.94 0.024
H 2.94 1.37 0.54 -0.023
C 1.04 0.24 -0.09 -0.496
O 3.92 1.72 0.93 -0.277
```

***

Record 4
ORCA calculation (ωB97M-V/def2-TZVPD) on a molecular structure, C3H8O2S.

Computed properties:
M, g/mol: 108.2
Total charge: -2
Gap between HOMO and LUMO, eV: 5.7
Energy relative to the best compared isomer or geometry (same formula, charge and spin), eV: 0.0794

Geometry as XYZ:
```
14
Properties=species:S:1:pos:R:3:lowdin_charge:R:1
C 1.21 0.60 0.97 -0.826
H -0.11 -1.10 1.10 0.086
O -1.43 -0.86 -1.33 -0.246
H 2.06 -0.04 0.84 0.014
H 0.19 0.40 -1.52 0.096
O -1.49 -1.47 -3.70 -0.415
C -0.12 -0.50 -0.96 -0.378
H -2.10 -2.19 -3.87 -0.113
H -1.43 -1.16 -2.44 -0.041
H 1.39 1.42 0.26 0.025
C -0.02 -0.17 0.54 -0.325
H 0.57 -1.32 -1.22 0.096
H -0.96 0.34 0.79 0.083
S 1.21 1.26 2.68 -0.057
```

***

Record 5
ORCA calculation (ωB97M-V/def2-TZVPD) on 2 unconnected molecules or ions with the total composition C3H8O2S.

Computed properties:
M, g/mol: 108.2
SMILES: O=CO.CSC
Gap between HOMO and LUMO, eV: 9.4
Energy relative to the best compared isomer or geometry (same formula, charge and spin), eV: 1.2368

Geometry as XYZ:
```
14
Properties=species:S:1:pos:R:3:lowdin_charge:R:1
C -1.90 0.43 -1.39 -0.405
H -0.14 -1.97 2.19 0.141
H -1.21 -0.26 -1.86 0.036
H 1.06 -0.95 0.68 0.070
S -0.97 1.65 -0.40 0.746
H 1.27 1.24 0.19 0.013
C 0.75 1.58 -0.71 -0.493
H 1.15 2.55 -1.03 0.035
C 0.97 -1.96 2.27 -0.405
H -2.64 0.88 -2.04 0.026
H 1.05 1.01 -1.60 0.050
O 1.50 -1.72 1.05 0.062
O 1.52 -2.36 3.23 0.111
H -2.42 -0.11 -0.60 0.013
```

***

Record 6
ORCA calculation (ωB97M-V/def2-TZVPD) on a molecular structure, C3H8O3.

Computed properties:
M, g/mol: 92.1
Gap between HOMO and LUMO, eV: 9.1
Energy relative to the best compared isomer or geometry (same formula, charge and spin), eV: 4.2711

Geometry as XYZ:
```
14
Properties=species:S:1:pos:R:3:lowdin_charge:R:1
C -1.50 -0.31 -0.66 -0.177
H 1.55 -1.08 -0.47 0.072
C 0.98 0.77 0.42 -0.496
O -2.79 -0.01 -0.40 -0.005
H 2.41 -0.69 1.02 0.088
C 2.01 -0.27 0.10 -0.045
H -1.02 0.39 1.32 0.097
H -1.33 -1.36 -0.93 0.119
O -0.60 -0.25 0.72 -0.135
H -0.72 0.62 -1.14 0.136
H -3.24 -0.75 0.05 0.116
O 1.05 1.63 1.26 0.015
H 0.40 1.13 -0.79 0.128
H 2.81 0.17 -0.50 0.087
```

***

Record 7
ORCA calculation (ωB97M-V/def2-TZVPD) on 3 unconnected molecules or ions with the total composition C3H8O3.

Computed properties:
M, g/mol: 92.1
Gap between HOMO and LUMO (spin up / spin down), eV: 7.6 / 6.9
Energy relative to the best compared isomer or geometry (same formula, charge and spin), eV: 6.4567

Geometry as XYZ:
```
14
Properties=species:S:1:pos:R:3:lowdin_charge:R:1
H 1.62 0.06 1.86 0.089
H -2.00 0.09 0.53 0.116
H 2.79 0.09 -0.78 -0.032
H -1.73 1.11 -0.98 0.114
O 0.33 0.19 -1.01 -0.045
H -1.76 -0.90 -2.10 0.132
O -2.08 -0.95 -1.19 0.028
C 0.42 -0.31 0.16 -0.366
H 1.02 1.53 1.07 0.092
O 2.22 -0.70 -0.81 -0.267
H -0.07 0.52 2.07 0.078
C 0.77 0.51 1.36 -0.043
H 0.16 -1.37 0.32 0.139
C -1.67 0.13 -0.51 -0.034
```

***

Record 8
ORCA calculation (ωB97M-V/def2-TZVPD) on 2 unconnected molecules or ions with the total composition C3H8O3.

Computed properties:
M, g/mol: 92.1
SMILES: CCC(=O)O.O
Gap between HOMO and LUMO, eV: 10.3
Energy relative to the best compared isomer or geometry (same formula, charge and spin), eV: 0.4732

Geometry as XYZ:
```
14
Properties=species:S:1:pos:R:3:lowdin_charge:R:1
H -2.00 1.56 0.84 0.086
H -2.33 1.50 -0.92 0.085
O 2.93 -0.70 0.70 -0.076
H 3.70 -1.29 0.86 0.061
H 3.00 0.00 1.38 0.060
C -1.06 -1.07 -0.41 -0.549
H 0.17 0.42 0.48 0.118
H -0.01 0.43 -1.30 0.140
C -0.56 0.33 -0.34 -0.203
H 0.85 -1.62 -0.02 0.108
O -2.22 -1.37 -0.59 0.104
C -1.54 1.45 -0.16 -0.102
O -0.08 -1.95 -0.20 0.093
H -0.85 2.30 -0.32 0.075
```

***

Record 9
ORCA calculation (ωB97M-V/def2-TZVPD) on a single C3H8O3 molecule.

Computed properties:
M, g/mol: 92.1
SMILES: OCC(O)CO
Gap between HOMO and LUMO, eV: 11.0
Energy relative to the best compared isomer or geometry (same formula, charge and spin), eV: 1.1202

Geometry as XYZ:
```
14
Properties=species:S:1:pos:R:3:lowdin_charge:R:1
H 0.75 -0.78 2.54 0.097
O 0.06 1.91 -0.80 -0.061
O 1.37 -0.44 -0.56 -0.031
H -1.64 0.84 -1.08 0.129
H -0.40 0.54 -2.30 0.125
H -1.47 -0.67 1.17 0.128
H 1.69 -0.96 0.19 0.092
C -0.04 -0.47 -0.44 -0.366
O 0.43 -1.25 1.76 -0.062
H -0.30 0.66 1.36 0.129
H -0.44 -1.41 -0.87 0.151
C -0.57 0.72 -1.23 -0.221
H 1.00 1.69 -0.77 0.088
C -0.42 -0.38 1.03 -0.197
```

***

Record 10
ORCA calculation (ωB97M-V/def2-TZVPD) on 2 unconnected molecules or ions with the total composition C3H8O3S2.

Computed properties:
M, g/mol: 156.2
SMILES: O=C(O)CCSS.O
Gap between HOMO and LUMO, eV: 9.6
Energy relative to the best compared isomer or geometry (same formula, charge and spin), eV: 0.3573

Geometry as XYZ:
```
16
Properties=species:S:1:pos:R:3:lowdin_charge:R:1
H -1.18 1.77 0.40 0.080
C -1.50 0.72 0.36 -0.509
H 0.81 0.18 2.95 -0.168
H 0.59 -0.76 -3.23 0.108
H 2.55 -0.64 -0.23 0.028
H -0.82 -1.29 -0.01 0.130
O 2.70 -0.67 0.73 -0.056
S -1.79 0.10 2.10 0.407
C -0.57 -0.26 -0.33 -0.195
H -2.48 0.84 -0.10 0.077
O 0.59 -0.39 -2.35 0.084
H 0.46 -0.21 0.03 0.081
O -1.63 -0.26 -2.53 0.124
C -0.66 -0.23 -1.82 -0.504
H 3.25 0.11 0.84 0.039
S -0.31 0.98 3.19 0.275
```